1.
A structure of composition C28H45F4I2N2O5P2PtS, computed with ωB97M-V/def2-TZVPD.

Structure (XYZ):
```
90
Properties=species:S:1:pos:R:3
C 5.697 -3.310 3.039
C 5.244 -2.363 1.839
C 4.223 -1.300 2.395
C 4.660 0.172 1.966
C 3.731 1.284 2.636
C 3.086 2.325 1.655
P 1.475 1.854 0.738
N 1.086 0.579 1.980
C 0.495 1.084 3.011
S 0.637 1.120 4.653
C 1.617 3.194 -0.693
I 2.732 4.993 -0.216
C 0.288 3.703 -1.361
C -0.339 5.062 -0.849
I 0.923 4.263 -3.425
P 0.070 3.025 1.917
O -1.465 3.066 1.364
O 0.602 4.425 2.544
O 2.557 0.895 -0.223
C 2.030 -0.372 -0.593
C 2.757 -1.236 -1.670
F 2.025 -2.345 -2.079
F 3.871 -1.790 -1.020
C 3.318 -0.509 -2.941
F 4.357 -1.311 -3.432
F 3.872 0.728 -2.711
C 0.429 -0.221 -0.634
C -0.227 -1.519 0.060
C -1.315 -1.236 1.157
C -2.804 -1.605 0.772
N -2.972 -2.904 0.101
C -4.139 -2.964 -0.814
C -5.427 -2.255 -0.304
C -5.720 -0.897 -0.803
C -6.857 -0.100 -0.379
C -7.776 -0.665 0.600
C -7.515 -2.019 1.084
C -6.365 -2.808 0.656
O -6.159 -4.075 1.190
C -0.259 -0.312 -2.072
C -1.835 -0.090 -1.969
C 0.265 0.743 -3.120
C 0.129 0.147 -4.593
O 0.131 1.060 -0.042
H 4.783 -3.815 3.440
H 6.154 -2.698 3.857
H 6.437 -4.077 2.701
H 6.191 -1.840 1.517
H 4.873 -2.971 0.981
H 4.328 -1.316 3.521
H 3.145 -1.516 2.183
H 5.708 0.263 2.375
H 4.767 0.289 0.860
H 4.475 1.898 3.232
H 3.095 0.820 3.426
H 3.848 2.428 0.834
H 2.985 3.281 2.248
H 2.218 2.675 -1.487
H -0.536 2.984 -1.538
H -1.443 5.029 -1.079
H 0.042 5.952 -1.417
H -0.240 5.278 0.241
H -2.045 3.329 2.116
H 0.880 4.366 3.482
H 2.260 -0.977 0.337
H 2.554 -0.495 -3.753
H 0.563 -2.171 0.533
H -0.706 -2.192 -0.704
H -1.350 -0.190 1.558
H -1.064 -1.879 2.054
H -3.243 -0.729 0.239
H -3.368 -1.668 1.754
H -3.118 -3.611 0.828
H -4.402 -4.058 -0.908
H -3.847 -2.627 -1.843
H -4.975 -0.477 -1.533
H -6.955 0.930 -0.804
H -8.638 -0.061 0.954
H -8.255 -2.424 1.819
H -6.886 -4.244 1.818
H -0.138 -1.319 -2.545
H -2.234 0.380 -2.944
H -2.339 -1.078 -1.842
H -2.108 0.634 -1.156
H -0.468 1.601 -3.110
H 1.271 1.183 -2.914
H 0.649 -0.854 -4.663
H 0.503 0.848 -5.375
H -0.969 -0.097 -4.712
Pt -3.534 -0.296 -3.993
```

Computed properties:
Calculated total energy   -102696.934 eV
Total charge   +1
Lowest unoccupied orbital energy   -7.8 eV
Gap between HOMO and LUMO   2.456 eV
Molecular weight   1108.57 g mol⁻¹

=====

2.
An isolated molecule of C4H11FS, computed with ωB97M-V/def2-TZVPD.

Structure (XYZ):
```
17
Properties=species:S:1:pos:R:3
C 1.093 -1.418 0.896
C 0.972 -0.157 1.721
C -0.164 0.467 -2.282
C -1.610 0.901 0.011
H 0.112 -1.730 0.525
H 1.512 -2.231 1.498
H 1.750 -1.250 0.041
H 0.308 -0.307 2.582
H 1.951 0.182 2.088
H -0.313 -0.606 -2.149
H -0.996 0.875 -2.863
H 0.763 0.629 -2.838
H -2.423 1.304 -0.598
H -1.735 -0.182 0.117
H -1.663 1.355 1.005
F 0.439 0.860 0.941
S 0.001 1.307 -0.694
```

Computed properties:
Calculated total energy   -17874.573 eV
ΔE to the lowest compared entry with this formula, charge and spin   306.0 kJ/mol
Lowest unoccupied orbital energy   0.9 eV
Gap between HOMO and LUMO   7.160 eV
Molecular weight   110.20 g mol⁻¹

=====

3.
A structure of composition CH2IPS, computed with ωB97M-V/def2-TZVPD.

Structure (XYZ):
```
6
Properties=species:S:1:pos:R:3
C -0.206 1.669 0.961
P 0.712 0.514 0.053
S -0.451 1.488 2.829
I -0.425 3.587 0.249
H 0.356 -0.508 1.026
H -0.198 0.234 -1.061
```

Computed properties:
Calculated total energy   -29291.413 eV
ΔE to the lowest compared entry with this formula, charge and spin   163.4 kJ/mol
Lowest unoccupied orbital energy (alpha / beta)   -1.7 / -1.7 eV
Gap between HOMO and LUMO (alpha / beta)   7.112 / 7.110 eV
Molecular weight   203.97 g mol⁻¹

=====

4.
A structure of composition C27H29BrN3O4PdS2Se, computed with ωB97M-V/def2-TZVPD.

Structure (XYZ):
```
68
Properties=species:S:1:pos:R:3
Pd 1.045 0.379 -1.278
O 0.829 0.273 0.879
S 0.306 -0.617 1.981
C -1.500 -0.728 1.891
C -2.285 0.572 1.726
C -2.314 1.114 0.296
C -3.108 0.227 -0.669
S -2.045 -0.595 -1.921
O -0.722 -0.921 -1.230
C -2.884 -2.161 -1.993
C -4.115 -2.218 -2.633
C -4.781 -3.431 -2.695
C -4.209 -4.567 -2.137
C -2.969 -4.497 -1.519
C -2.291 -3.286 -1.446
C 0.450 0.400 3.432
C 0.523 1.778 3.296
C 0.657 2.555 4.438
C 0.720 1.952 5.688
C 0.650 0.570 5.807
C 0.518 -0.217 4.672
H -1.743 -1.222 2.836
H -1.688 -1.440 1.085
H -1.877 1.338 2.388
H -3.302 0.379 2.077
H -1.291 1.238 -0.046
H -2.734 2.118 0.281
H -3.813 0.819 -1.254
H -3.659 -0.568 -0.167
H -4.549 -1.331 -3.079
H -5.741 -3.491 -3.189
H -4.730 -5.514 -2.194
H -2.522 -5.388 -1.100
H -1.313 -3.212 -0.990
H 0.476 2.222 2.310
H 0.702 3.632 4.352
H 0.823 2.562 6.576
H 0.706 0.105 6.782
H 0.481 -1.297 4.754
Br 2.141 -1.888 -3.592
C 1.297 -0.333 -4.240
C 1.153 -0.162 -5.601
C 0.478 0.967 -6.044
C -0.045 1.855 -5.124
C 0.153 1.626 -3.773
N 0.833 0.545 -3.353
C -0.461 2.579 -2.716
O -1.359 3.300 -3.130
O 0.030 2.463 -1.561
H 1.553 -0.895 -6.285
H 0.350 1.133 -7.106
H -0.613 2.728 -5.408
C 3.419 3.015 1.264
N 3.617 1.585 1.489
C 3.743 0.972 2.713
C 3.822 -0.359 2.482
N 3.748 -0.534 1.118
C 3.668 -1.818 0.432
C 3.606 0.658 0.521
Se 3.410 0.989 -1.315
H 3.304 3.493 2.233
H 2.525 3.162 0.660
H 4.275 3.434 0.742
H 3.768 1.527 3.634
H 3.942 -1.182 3.162
H 3.864 -2.602 1.157
H 4.406 -1.854 -0.366
H 2.674 -1.941 0.003
```

Computed properties:
Calculated total energy   -201663.213 eV
Total charge   +1
ΔE to the lowest compared entry with this formula, charge and spin   34.6 kJ/mol
Lowest unoccupied orbital energy (alpha / beta)   -3.5 / -3.6 eV
Gap between HOMO and LUMO (alpha / beta)   6.707 / 6.695 eV
Molecular weight   788.96 g mol⁻¹

=====

Q: Which of these has the highest calculated total energy?
A: C4H11FS